No. 1
Below is C37H27Cl5I2N5O2P2Pb as an isolated structure in a non-equilibrium geometry, with properties calculated with wB97M-V/def2-TZVPD.

Each line ends with the Mulliken charge.
Cartesian coordinates (Å):
Pb 15.0374 13.0857 15.3819  2.123
O 13.0527 13.8910 15.1564  -0.353
P 12.0011 14.0732 14.0281  1.515
C 12.8318 14.7011 12.5598  -1.595
P 14.5150 14.1751 12.0598  1.245
O 15.3194 13.4972 13.1877  -0.091
C 14.4446 13.1060 10.6396  0.277
C 14.9138 13.6331 9.4649  -0.488
C 14.9877 12.8642 8.2913  -0.872
C 14.5707 11.5355 8.3595  -0.762
C 14.0078 11.0297 9.5491  -0.838
C 13.9400 11.7631 10.7286  -0.446
C 15.3568 15.6456 11.5308  0.092
C 14.7215 16.6109 10.7365  0.002
C 15.5358 17.5620 10.1601  -0.846
C 16.9174 17.6077 10.4253  -0.718
C 17.5185 16.6931 11.3195  -0.633
C 16.7094 15.7082 11.8750  -0.369
C 10.7615 15.2847 14.5453  0.542
C 11.1660 16.3539 15.3875  -0.333
C 10.1934 17.0830 16.0311  -0.919
C 8.8457 16.7727 15.7970  -0.641
C 8.4812 15.7791 14.9475  -0.753
C 9.4466 14.9970 14.3210  -0.321
C 11.3202 12.4476 13.5524  0.493
C 11.5715 11.3830 14.3556  -0.311
C 11.3084 10.0639 13.9217  -0.780
C 10.6936 9.9049 12.7035  -0.452
C 10.2533 11.0030 11.9649  -0.945
C 10.6263 12.2785 12.3361  -0.444
H 12.9069 15.7533 12.7301  1.005
H 12.1360 14.5685 11.6852  0.668
H 15.2908 14.6160 9.4248  0.428
H 15.3646 13.3092 7.3871  0.497
H 14.6278 10.9145 7.4897  0.457
H 13.5725 10.0185 9.5310  0.420
H 13.5168 11.3866 11.6196  0.688
H 13.6693 16.4476 10.4284  0.341
H 15.0725 18.1722 9.4653  0.615
H 17.5300 18.3816 9.9488  0.420
H 18.5736 16.6211 11.4343  0.486
H 17.1564 14.9230 12.4747  0.000
H 12.2521 16.5888 15.4256  0.341
H 10.3999 17.9409 16.6802  0.425
H 8.0793 17.3089 16.2779  0.472
H 7.4434 15.6281 14.7570  0.469
H 9.1003 14.1367 13.6865  0.242
H 12.1532 11.4784 15.3121  0.415
H 11.6603 9.2243 14.5290  0.476
H 10.5552 8.8664 12.3157  0.398
H 9.7971 10.8156 11.0080  0.438
H 10.3805 13.1229 11.6697  0.413
Cl 14.5471 12.1083 18.1065  -0.137
C 14.7084 10.6447 17.0599  0.333
C 15.1751 10.8706 15.7604  -0.681
C 15.8302 9.9532 14.9697  0.166
Cl 16.4370 10.4211 13.4790  -0.080
C 15.9708 8.6348 15.5312  0.051
Cl 17.0107 7.4583 14.7946  -0.107
C 15.3181 8.3782 16.7773  0.475
Cl 15.3417 6.7530 17.2736  -0.097
C 14.7610 9.3485 17.5598  0.161
Cl 14.0378 9.0543 19.1111  -0.093
N 19.1691 14.5403 14.5729  0.228
C 18.2984 13.5229 14.3930  -0.487
N 17.2554 13.8043 15.1513  0.001
C 17.5339 15.0178 15.7137  0.422
N 18.7160 15.4760 15.4374  -0.603
C 16.4840 15.6441 16.5678  0.396
C 16.7393 16.7643 17.3068  -0.679
N 15.7473 17.3467 17.9700  -0.374
C 14.5156 16.8525 17.8358  -0.876
C 14.2460 15.7227 17.0458  -0.762
N 15.2508 15.1253 16.4372  0.352
H 20.1464 14.5801 14.2482  0.263
H 18.5002 12.5902 13.8618  0.431
H 17.7544 17.1612 17.4087  0.479
H 13.6864 17.2819 18.3640  0.472
H 13.3175 15.1959 16.9242  1.118
I 14.8558 18.5294 13.8660  0.169
I 16.0406 20.3782 15.3659  -0.030

**E_HOMO**: -15.53 eV
**Net charge**: +3
**Kohn-Sham gap**: 5.472 eV
**Energy**: -152967.7148 eV
**F_max**: 2.946 eV/A
**Energy relative to the best compared isomer or geometry (same formula, charge and spin)**: 2.3858 eV



No. 2
Below is C37H27F5O2P2RhSSe4Te as an isolated structure, with properties calculated with wB97M-V/def2-TZVPD.

Each line ends with the Mulliken charge.
Cartesian coordinates (Å):
Rh -0.1433 1.0834 0.8621  -0.510
Se -0.1119 1.7310 3.1653  -0.091
Se -2.2129 1.1948 3.9871  -0.388
Te -3.6660 2.5117 2.3697  -0.144
Se -2.1803 2.3610 0.3158  -0.388
O 0.0274 0.7231 -1.3093  2.402
P -0.8925 0.5944 -2.4768  -0.760
C -2.4277 -0.3232 -2.1908  -0.812
P -2.2534 -2.1402 -2.1108  1.356
O -0.8908 -2.7067 -2.0023  -0.806
C -3.0121 -2.6611 -3.6815  0.133
C -2.1767 -3.2333 -4.6321  -0.421
C -2.6826 -3.6037 -5.8707  -0.622
C -4.0235 -3.4051 -6.1605  -0.479
C -4.8645 -2.8376 -5.2103  -0.712
C -4.3598 -2.4674 -3.9746  -0.668
C -3.3729 -2.6828 -0.8067  0.697
C -3.0399 -3.8754 -0.1708  -0.694
C -3.8235 -4.3476 0.8703  -0.674
C -4.9382 -3.6304 1.2793  -0.499
C -5.2692 -2.4383 0.6512  -0.861
C -4.4868 -1.9619 -0.3879  -0.076
C -0.0406 -0.1913 -3.8548  0.848
C -0.5242 -0.1038 -5.1572  -0.711
C 0.1265 -0.7709 -6.1822  -0.670
C 1.2623 -1.5211 -5.9041  -0.759
C 1.7503 -1.5987 -4.6075  -0.764
C 1.1018 -0.9351 -3.5777  0.242
C -1.4238 2.2239 -3.0582  0.528
C -2.5562 2.4647 -3.8308  -0.587
C -2.8712 3.7559 -4.2236  -0.816
C -2.0599 4.8155 -3.8441  -0.493
C -0.9320 4.5829 -3.0719  -0.745
C -0.6144 3.2924 -2.6800  -0.419
H -3.1187 -0.0906 -3.0034  0.644
H -2.8213 0.0914 -1.2579  0.190
H -1.1305 -3.3700 -4.3884  0.449
H -2.0257 -4.0423 -6.6105  0.420
H -4.4186 -3.6941 -7.1262  0.382
H -5.9131 -2.6892 -5.4329  0.408
H -5.0213 -2.0372 -3.2308  0.407
H -2.1449 -4.4033 -0.4765  0.361
H -3.5501 -5.2633 1.3781  0.440
H -5.5370 -3.9880 2.1068  0.381
H -6.1176 -1.8603 0.9927  0.404
H -4.7261 -1.0055 -0.8365  0.441
H -1.4044 0.4893 -5.3756  0.390
H -0.2513 -0.7057 -7.1942  0.434
H 1.7728 -2.0412 -6.7049  0.400
H 2.6411 -2.1744 -4.3908  0.500
H 1.4679 -0.9916 -2.5612  0.159
H -3.2103 1.6543 -4.1243  0.327
H -3.7587 3.9356 -4.8164  0.396
H -2.3148 5.8242 -4.1414  0.377
H -0.3064 5.4081 -2.7595  0.425
H 0.2479 3.1021 -2.0559  0.437
F 1.3527 -5.3994 3.0027  -0.343
C 0.6992 -4.3193 2.5499  0.614
C 1.1977 -3.5996 1.4786  -0.257
F 2.3406 -3.9910 0.8946  -0.342
C 0.5143 -2.4932 1.0084  -0.779
F 1.0478 -1.8469 -0.0202  0.061
C -0.6647 -2.0451 1.6043  1.282
S -1.5967 -0.6712 1.0227  0.886
C -1.1348 -2.7882 2.6852  -0.529
F -2.2594 -2.4349 3.3172  -0.472
C -0.4754 -3.9116 3.1531  0.302
F -0.9634 -4.6045 4.1951  -0.341
Se 2.2520 0.7812 1.2577  -0.288
C 3.0154 0.6292 -0.4946  0.018
C 2.9534 1.6823 -1.4045  -0.215
C 3.5446 1.5784 -2.6535  -0.564
C 4.2276 0.4223 -3.0081  -0.563
C 4.3086 -0.6258 -2.1028  -0.562
C 3.7032 -0.5259 -0.8572  -0.435
H 2.4341 2.5877 -1.1154  0.561
H 3.4751 2.4033 -3.3526  0.357
H 4.6907 0.3403 -3.9834  0.387
H 4.8387 -1.5330 -2.3670  0.412
H 3.7527 -1.3524 -0.1601  0.401

**E_HOMO**: -3.94 eV
**Net charge**: -1
**Kohn-Sham gap**: 5.891 eV
**Energy**: -357596.0221 eV
**F_max**: 0.356 eV/A
**Energy relative to the best compared isomer or geometry (same formula, charge and spin)**: 0.0000 eV



No. 3
Below is C37H27N2O4P2PdTe as an isolated structure in a non-equilibrium geometry, with properties calculated with wB97M-V/def2-TZVPD.

Each line ends with the Mulliken charge.
Cartesian coordinates (Å):
Pd -0.3040 1.6437 -0.8761  -0.692
O -0.0247 7.6217 -4.6231  -0.700
C -1.0447 7.2706 -4.0471  0.464
O -2.1661 7.7573 -3.9483  -0.722
C -0.8926 5.8864 -3.2528  0.320
C -1.9848 5.3855 -2.5592  -0.928
C -1.8613 4.1901 -1.8698  -0.267
N -0.7271 3.4989 -1.8477  -0.161
C 0.3275 3.9703 -2.5109  0.543
C 0.2852 5.1632 -3.2265  -0.766
C 1.6174 3.1370 -2.4602  0.202
O 2.6090 3.5431 -3.0501  -0.792
O 1.5473 2.0659 -1.7933  -0.114
H -2.9088 5.9411 -2.5731  0.460
H -2.6948 3.7643 -1.3129  0.479
H 1.1770 5.4867 -3.7406  0.595
Te -2.7497 -0.9953 1.6034  0.187
C -1.5763 -2.7222 2.1152  -0.079
C -1.6236 -3.8816 1.3567  0.054
C -0.7418 -4.9044 1.6614  -0.511
N 0.1401 -4.8452 2.6449  -0.653
C 0.1680 -3.7424 3.3749  -0.463
C -0.6609 -2.6567 3.1549  0.128
C -0.9891 -0.2961 0.5684  -0.205
P -0.1994 1.1190 1.3863  0.559
C 1.5794 0.7594 1.1502  1.093
C 2.3794 1.8244 0.7419  -1.045
C 3.7208 1.6267 0.4787  -0.597
C 4.2773 0.3708 0.6537  -0.768
C 3.4998 -0.6778 1.1182  -0.896
C 2.1522 -0.4918 1.3608  0.012
C -0.3713 0.8755 3.1969  0.123
C -1.5950 1.1501 3.8144  -0.047
C -1.7498 0.9876 5.1801  -0.772
C -0.6694 0.6141 5.9633  -0.520
C 0.5726 0.4458 5.3738  -0.727
C 0.7242 0.5789 4.0044  -0.318
P -1.1240 -0.5005 -1.2303  0.572
C -2.0641 -2.0434 -1.5572  0.183
C -1.4516 -3.1737 -2.0923  -0.365
C -2.1953 -4.3028 -2.3894  -0.722
C -3.5618 -4.3232 -2.1661  -0.534
C -4.1938 -3.1791 -1.7054  -0.768
C -3.4572 -2.0386 -1.4363  0.021
C 0.5692 -1.0149 -1.6930  1.052
C 1.1294 -0.3822 -2.8002  -1.021
C 2.4301 -0.6570 -3.1748  -0.607
C 3.1659 -1.5910 -2.4650  -0.753
C 2.5918 -2.2706 -1.4026  -0.914
C 1.2993 -1.9818 -1.0077  -0.033
H -2.3291 -3.9837 0.5442  0.434
H -0.7416 -5.8215 1.0853  0.395
H 0.8924 -3.7281 4.1801  0.406
H -0.5976 -1.7766 3.7796  0.368
H 1.9338 2.8100 0.6392  0.386
H 4.3271 2.4465 0.1278  0.409
H 5.3236 0.2094 0.4405  0.383
H 3.9427 -1.6494 1.2869  0.431
H 1.5397 -1.3089 1.7257  0.590
H -2.4259 1.5225 3.2283  0.558
H -2.7138 1.1562 5.6380  0.409
H -0.7868 0.4874 7.0307  0.392
H 1.4321 0.2033 5.9831  0.409
H 1.7021 0.4474 3.5654  0.408
H -0.3885 -3.1773 -2.2805  0.411
H -1.7001 -5.1740 -2.7953  0.400
H -4.1350 -5.2145 -2.3810  0.387
H -5.2647 -3.1769 -1.5617  0.397
H -3.9739 -1.1286 -1.1577  0.519
H 0.5277 0.3252 -3.3643  0.384
H 2.8714 -0.1363 -4.0098  0.414
H 4.1868 -1.8014 -2.7477  0.384
H 3.1548 -3.0259 -0.8724  0.444
H 0.8445 -2.5109 -0.1773  0.694

**E_HOMO (alpha / beta)**: -4.90 / -4.90 eV
**Net charge**: -1
**Kohn-Sham gap (alpha / beta)**: 5.135 / 5.136 eV
**Energy**: -79327.2439 eV
**F_max**: 3.623 eV/A
**Energy relative to the best compared isomer or geometry (same formula, charge and spin)**: 4.4554 eV



- Among the records above, which one has the highest energy?
  C37H27N2O4P2PdTe



- The lowest F_max belongs to which entry?
  C37H27F5O2P2RhSSe4Te